DFT (the ωB97M-V functional and the def2-TZVPD basis) results for a molecular structure, C48H52CrN5O2P2SSe4 at a distorted geometry.

```
115
Properties=species:S:1:pos:R:3:forces:R:3
Cr -0.289 0.086 0.310 0.0 0.4 0.2
C -0.357 0.985 4.157 0.0 0.0 -0.1
Se 0.072 -0.311 2.768 0.2 -0.4 0.9
C 2.029 -0.313 2.968 -0.2 0.0 -0.2
C 2.735 0.652 2.040 0.0 0.0 -0.2
Se 2.481 0.147 0.152 0.0 0.0 0.5
C 3.090 1.837 -0.568 -0.2 0.0 -0.1
H -0.372 0.466 5.110 0.0 -0.1 0.0
H -1.346 1.377 3.936 0.0 0.1 0.0
H 0.372 1.789 4.174 0.0 -0.1 0.1
H 2.344 -1.338 2.788 0.0 -0.1 0.0
H 2.219 -0.083 4.013 0.0 0.0 0.1
H 3.803 0.661 2.253 0.0 0.0 0.0
H 2.344 1.666 2.137 0.0 0.0 0.0
H 4.112 2.001 -0.244 0.1 0.0 0.0
H 2.434 2.631 -0.221 0.0 0.0 0.0
H 3.045 1.749 -1.650 0.0 0.0 0.0
Se 0.415 -0.660 -6.771 0.0 0.0 -0.1
P -1.243 -0.161 -5.600 0.0 0.1 0.0
C -1.817 1.527 -5.933 0.0 0.0 0.0
C -1.653 2.538 -4.996 0.0 -0.1 0.0
C -1.986 3.847 -5.312 0.0 0.0 0.0
C -2.492 4.149 -6.567 0.0 0.0 0.0
C -2.641 3.143 -7.517 0.0 0.0 0.0
C -2.289 1.838 -7.210 0.0 0.1 0.0
C -2.622 -1.288 -5.965 0.0 0.0 0.1
C -3.864 -0.867 -6.432 0.0 0.0 0.1
C -4.783 -1.796 -6.904 0.0 0.0 0.0
C -4.459 -3.143 -6.928 -0.1 0.0 0.0
C -3.225 -3.569 -6.451 0.0 -0.1 0.1
C -2.312 -2.649 -5.969 0.0 0.0 0.0
C -0.852 -0.145 -3.804 0.0 -0.2 0.4
C -1.447 -0.143 -2.521 0.3 0.2 -0.1
N -0.414 0.030 -1.646 -0.4 -0.3 -1.3
N 0.724 0.089 -2.330 -0.2 0.0 0.1
N 0.481 -0.017 -3.600 -0.1 0.1 -0.1
P -3.092 -0.136 -1.760 0.1 0.2 -0.1
Se -2.929 -0.164 0.384 0.3 0.1 0.1
C -3.956 1.340 -2.338 0.0 -0.1 -0.1
C -4.474 1.353 -3.632 0.0 0.0 0.0
C -5.103 2.489 -4.115 0.0 0.0 -0.1
C -5.206 3.615 -3.309 0.0 0.0 0.0
C -4.693 3.601 -2.017 0.0 0.0 0.0
C -4.070 2.463 -1.525 0.0 0.0 0.0
C -4.066 -1.560 -2.250 0.1 0.0 -0.1
C -3.453 -2.808 -2.208 0.1 -0.1 -0.1
C -4.220 -3.947 -2.374 0.0 0.0 -0.1
C -5.591 -3.846 -2.574 0.0 -0.1 -0.1
C -6.200 -2.602 -2.614 -0.1 0.0 0.0
C -5.440 -1.455 -2.447 0.0 0.1 0.1
H -1.254 2.294 -4.021 -0.1 0.0 -0.2
H -1.852 4.633 -4.576 0.0 0.0 0.0
H -2.752 5.171 -6.816 0.0 0.0 0.0
H -3.018 3.382 -8.505 0.0 0.0 0.0
H -2.356 1.062 -7.964 0.0 0.0 0.0
H -4.110 0.186 -6.464 0.0 0.0 0.0
H -5.746 -1.462 -7.273 0.1 0.0 0.0
H -5.163 -3.861 -7.334 0.0 0.0 0.1
H -2.972 -4.622 -6.472 0.0 0.1 0.0
H -1.330 -2.969 -5.638 0.0 0.0 -0.1
H -4.391 0.466 -4.249 0.0 0.1 0.0
H -5.509 2.497 -5.120 0.0 0.0 0.0
H -5.692 4.506 -3.688 0.0 -0.1 0.0
H -4.796 4.475 -1.386 0.0 0.0 0.0
H -3.689 2.431 -0.512 0.0 0.0 0.0
H -2.384 -2.881 -2.035 0.0 0.0 0.0
H -3.747 -4.918 -2.359 0.0 -0.1 0.0
H -6.187 -4.741 -2.705 0.0 0.0 0.0
H -7.268 -2.523 -2.772 0.0 0.0 0.0
H -5.918 -0.482 -2.444 0.0 -0.1 0.0
C -0.441 3.391 -2.196 0.1 0.2 0.3
N -0.189 4.204 -1.018 0.0 0.0 0.0
C -0.354 5.644 -1.190 0.0 -0.1 0.0
C 0.479 6.392 -0.173 0.0 -0.1 0.0
C 0.091 5.912 1.206 0.0 -0.1 0.0
N 0.142 4.456 1.276 0.0 0.0 0.0
C 0.206 3.895 2.612 -0.1 0.0 -0.2
C -0.027 3.628 0.202 0.0 0.0 0.1
O 0.007 2.389 0.357 -0.1 0.2 -0.2
H 0.147 3.773 -3.032 0.0 0.0 0.0
H -1.502 3.412 -2.463 0.0 0.1 0.1
H -0.142 2.371 -1.999 0.0 -0.1 0.0
H -1.410 5.920 -1.099 0.0 0.0 0.0
H -0.033 5.890 -2.201 0.0 0.0 -0.1
H 0.313 7.464 -0.261 0.0 0.0 0.0
H 1.537 6.190 -0.352 0.0 0.0 0.0
H -0.913 6.265 1.465 0.0 0.0 0.0
H 0.779 6.303 1.956 0.0 0.0 0.0
H 1.141 4.178 3.102 0.0 0.0 0.0
H 0.151 2.818 2.530 0.0 0.1 -0.1
H -0.632 4.252 3.218 0.0 0.0 0.0
O -0.032 -2.236 0.193 0.2 -0.4 0.4
S 1.154 -3.178 0.163 0.1 -0.2 -0.2
C 1.468 -3.764 1.837 0.0 0.3 0.0
C 2.772 -4.091 2.184 0.0 0.0 -0.2
C 3.040 -4.540 3.470 0.0 0.0 0.0
C 2.007 -4.645 4.393 0.0 0.0 0.0
C 0.704 -4.329 4.027 0.0 0.1 0.0
C 0.428 -3.884 2.742 -0.1 0.0 0.1
C 0.581 -4.769 -0.429 0.0 0.2 -0.1
C -0.720 -5.181 -0.198 -0.1 -0.1 0.0
C -1.083 -6.469 -0.572 -0.1 0.1 0.0
C -0.161 -7.306 -1.190 0.0 0.0 0.0
C 1.133 -6.868 -1.431 0.0 0.0 0.0
C 1.513 -5.591 -1.045 0.0 0.1 0.0
H 3.569 -4.004 1.449 -0.1 0.0 0.1
H 4.053 -4.806 3.746 -0.1 0.0 0.0
H 2.221 -4.976 5.402 0.0 0.0 -0.1
H -0.104 -4.426 4.741 0.0 0.0 0.0
H -0.585 -3.637 2.444 0.1 0.1 0.0
H -1.427 -4.510 0.282 0.0 -0.1 -0.1
H -2.083 -6.826 -0.360 0.0 0.0 -0.1
H -0.452 -8.307 -1.485 0.0 0.1 0.0
H 1.852 -7.522 -1.908 0.0 0.0 0.0
H 2.524 -5.236 -1.221 -0.1 0.0 0.0
```
Positions in Å, forces in eV/Å.

Calculated values
Max |F|, hartree/bohr: 0.0275
Total charge: +1
⟨S²⟩: 6.02
Lowest unoccupied orbital energy (spin up / spin down), eV: -1.80 / -1.89
2S+1: 5
HOMO-LUMO gap (spin up / spin down), eV: 7.4 / 7.3



DFT (the ωB97M-V functional and the def2-TZVPD basis) results for C4H5NO in the gas phase at a distorted geometry.

```
11
Properties=species:S:1:pos:R:3:forces:R:3
N -2.393 -1.089 -0.043 2.5 9.8 0.9
C -1.966 0.106 0.037 -1.2 -9.0 -0.7
C -0.906 1.162 0.013 -2.9 1.1 -1.6
C 0.377 0.891 0.048 1.7 0.7 0.9
C 1.040 -0.380 0.058 4.6 -2.7 -0.9
O 0.356 -1.538 -0.196 -2.9 -2.8 2.8
H -1.244 2.156 -0.407 0.3 -1.1 1.1
H 1.226 1.590 -0.086 -1.4 0.6 0.2
H 1.722 -0.179 -0.900 -1.2 -0.8 1.4
H 1.906 -0.766 0.777 -1.6 2.2 -0.5
H -0.119 -1.952 0.699 1.9 1.9 -3.6
```
Positions in Å, forces in eV/Å.

Calculated values
Max |F|, hartree/bohr: 0.1978
SMILES: N#C/C=C\CO
Lowest unoccupied orbital energy, eV: 0.37
2S+1: 1
HOMO-LUMO gap, eV: 10.1



DFT (the ωB97M-V functional and the def2-TZVPD basis) results for 2 unconnected molecules or ions with the total composition C3H10S2 at a distorted geometry.

```
15
Properties=species:S:1:pos:R:3:forces:R:3
C -3.508 -2.774 0.457 -0.2 -1.3 -1.7
C -2.148 -2.132 0.443 0.0 0.7 1.1
S -2.281 -0.509 1.382 0.4 -0.9 -0.4
H -3.882 -3.115 1.429 0.0 0.5 -0.2
H -4.160 -2.121 -0.126 -0.5 0.2 0.8
H -3.508 -3.670 -0.222 0.3 0.4 0.7
H -1.906 -1.834 -0.578 0.4 -0.4 0.2
H -1.375 -2.739 0.956 -0.4 0.4 -0.6
H -0.959 -0.346 1.276 0.1 0.4 0.2
C 4.438 2.927 -0.826 -0.6 2.4 0.8
S 3.087 3.833 -1.677 0.6 -0.1 -1.3
H 4.069 3.071 0.183 0.1 -1.5 0.5
H 5.220 3.679 -0.724 0.6 -0.4 -0.8
H 4.745 1.971 -1.224 -0.2 -0.1 0.2
H 2.167 3.759 -0.748 -0.5 -0.2 0.6
```
Positions in Å, forces in eV/Å.

Calculated values
Max |F|, hartree/bohr: 0.0515
SMILES: CCS.CS
Lowest unoccupied orbital energy, eV: 0.65
2S+1: 1
HOMO-LUMO gap, eV: 9.7



Record-wise relative energy (zero: lowest compared OMol25 entry of this formula, charge and spin) values, in kcal per mole: 24.5 85.5 24.0